No. 1
The following is a quantum chemistry calculation of a cluster of 8 separate species, C38H80O16 in total at a distorted geometry, from the Open Molecules 2025 dataset.

Cartesian coordinates (Å):
O: 6.95 -6.65 7.11
O: -2.16 -0.10 -4.31
O: 8.40 -4.88 5.26
O: -9.98 1.31 -4.04
O: -5.58 0.13 2.15
O: 5.72 -3.68 -4.47
O: -9.05 6.15 -3.50
O: 5.08 -2.45 3.95
O: -4.42 0.44 -4.41
O: -8.15 2.05 -6.22
O: 4.70 -1.16 1.34
O: -3.65 -0.44 0.00
O: 5.56 1.59 6.18
O: 7.10 3.03 8.23
O: -7.77 8.78 -3.70
O: 3.36 -1.95 -4.50
C: -3.53 0.62 0.94
C: -9.07 8.48 -4.19
C: -3.56 -1.85 -3.90
C: 6.13 -7.03 6.02
C: -1.71 -0.68 -3.08
C: 0.55 0.36 -3.39
C: 5.39 -2.39 1.54
C: 8.34 -6.75 6.81
C: 5.88 3.30 8.89
C: 1.32 -0.61 -0.89
C: 6.94 1.37 6.46
C: 8.94 -5.40 6.46
C: 5.33 2.84 5.55
C: -2.19 -2.14 -3.22
C: -5.99 -1.23 2.08
C: -9.73 7.39 -3.38
C: 2.22 0.10 -1.69
C: 4.84 -3.14 2.73
C: 0.07 -0.85 -1.40
C: -7.08 1.97 -5.29
C: -4.71 -0.24 -0.93
C: -8.97 0.89 -6.21
C: -10.25 1.11 -5.42
C: 4.61 -1.60 -3.91
C: 3.94 -1.74 4.41
C: -0.31 -0.38 -2.63
C: 5.76 -2.27 -4.62
C: 7.26 1.65 7.91
C: -6.73 8.17 -4.44
C: -3.52 -0.34 -4.26
C: 2.67 -2.95 -3.78
C: -10.00 2.68 -3.66
C: 5.17 -4.34 -5.60
C: 1.83 0.60 -2.95
C: 5.43 -0.05 1.85
C: -4.17 0.28 2.27
C: -8.21 5.88 -2.39
C: 7.38 -3.91 5.47
H: -7.53 5.07 -2.67
H: 5.36 -4.10 2.80
H: 4.93 -5.36 -5.31
H: -6.30 1.32 -5.67
H: -2.46 0.79 1.10
H: 6.10 -8.12 5.93
H: 5.88 3.65 6.03
H: 7.14 0.31 6.26
H: -10.75 7.24 -3.76
H: -9.24 0.68 -7.25
H: -4.91 -1.19 -1.42
H: -5.95 -1.68 3.07
H: -6.68 2.98 -5.17
H: 8.80 -4.69 7.29
H: 5.77 -1.99 -5.68
H: -7.62 6.75 -2.11
H: -3.99 1.10 2.97
H: -9.52 2.77 -2.69
H: 6.65 1.03 8.58
H: 5.83 -0.26 2.85
H: -10.81 1.96 -5.83
H: 5.91 -4.38 -6.41
H: 5.93 2.99 9.94
H: 2.56 1.16 -3.53
H: 8.51 -7.47 6.00
H: -4.44 -2.21 -3.35
H: -2.31 -2.69 -2.28
H: 3.23 0.28 -1.33
H: -9.02 8.20 -5.25
H: -10.87 0.22 -5.50
H: -2.36 -0.21 -2.32
H: 2.19 -2.49 -2.90
H: 5.71 4.38 8.85
H: 0.19 0.75 -4.34
H: 4.26 3.05 5.61
H: -5.82 8.22 -3.86
H: -5.62 0.10 -0.45
H: 3.32 -3.77 -3.47
H: 6.85 -3.76 4.54
H: 7.57 1.96 5.80
H: -1.51 -2.60 -3.94
H: 3.22 -2.44 4.86
H: 4.27 -3.86 -5.96
H: -6.95 7.12 -4.66
H: 8.83 -7.13 7.71
H: -9.45 3.31 -4.37
H: 7.84 -2.96 5.77
H: -7.42 1.61 -4.31
H: 4.75 0.80 1.92
H: -8.81 5.55 -1.54
H: 3.45 -1.19 3.60
H: -3.95 1.54 0.53
H: 10.01 -5.52 6.31
H: -4.40 0.49 -1.68
H: -5.37 -1.80 1.39
H: 1.55 -1.01 0.10
H: 5.62 2.79 4.49
H: 4.27 -1.03 5.17
H: 4.71 -0.51 -4.00
H: -3.58 -2.37 -4.86
H: -9.66 9.39 -4.11
H: 6.25 0.20 1.18
H: 3.77 -3.35 2.61
H: 1.88 -3.35 -4.42
H: 6.67 -4.22 6.24
H: 8.31 1.40 8.09
H: -11.03 3.03 -3.59
H: -0.64 -1.43 -0.82
H: 4.61 -1.84 -2.84
H: 6.46 -2.21 1.65
H: -9.81 7.68 -2.32
H: -6.58 8.70 -5.39
H: 5.03 2.80 8.41
H: -3.72 -0.63 2.69
H: -7.02 -1.24 1.72
H: 6.70 -1.93 -4.18
H: 5.23 -2.99 0.64
H: 5.12 -6.68 6.23
H: 6.46 -6.60 5.08
H: -8.43 0.03 -5.83

Calculated values
E_LUMO in eV: 0.564
Max |F| in eV Å⁻¹: 1.69
SMILES: O=C1CC[C@@H](c2ccccc2)O1.COCCOC.COCCOC.COCCOC.COCCOC.COCCOC.COCCOC.COCCOC

=====

No. 2
The following is a quantum chemistry calculation of a cluster of 8 separate species, C38H81BrCl2F2O14 in total at a distorted geometry, from the Open Molecules 2025 dataset.

Cartesian coordinates (Å):
Br: -1.28 -0.50 0.90
Cl: 2.83 1.15 -2.96
Cl: 1.69 4.13 -3.00
F: -0.90 -5.20 -0.43
F: -1.12 -2.93 3.71
O: -5.49 2.04 3.05
O: 2.00 2.48 -6.74
O: -0.31 -3.05 -0.05
O: 4.44 -1.31 -0.16
O: 3.42 6.55 -0.58
O: 2.70 0.11 -0.02
O: 3.32 -0.75 4.93
O: 5.95 -0.02 -4.15
O: -5.29 4.41 -2.18
O: -5.95 -4.51 1.23
O: -1.13 -5.81 6.26
O: -0.48 0.00 -1.79
O: -5.50 2.03 0.79
O: -2.91 -3.28 2.51
C: -6.57 4.72 -1.62
C: 3.99 1.84 -7.96
C: -2.66 -0.85 -1.54
C: -4.60 0.82 -1.13
C: 7.68 -1.71 -4.15
C: -1.76 -3.49 2.66
C: -4.47 1.12 0.36
C: 4.09 7.56 -1.33
C: -0.22 -4.30 7.92
C: 5.28 -2.29 -3.66
C: -1.15 -4.06 0.31
C: 2.47 1.79 -7.89
C: 3.03 -2.25 6.80
C: 3.60 -0.79 0.51
C: -3.19 0.59 -1.75
C: 1.96 0.36 -7.89
C: 3.42 -0.99 2.00
C: 0.01 -5.54 7.07
C: -7.37 -3.89 3.08
C: 5.56 7.19 -1.50
C: 1.24 1.55 -2.27
C: -0.90 -4.38 1.78
C: 3.41 7.75 -2.68
C: -0.67 -2.38 -1.26
C: 6.23 -1.39 -4.44
C: -5.74 -5.80 3.26
C: -1.19 -0.91 -1.03
C: -6.66 6.20 -1.30
C: 1.72 -0.11 6.62
C: 0.71 0.52 -1.23
C: 2.36 -1.26 5.86
C: 1.21 2.98 -1.69
C: 2.17 3.20 -0.52
C: -6.67 -5.02 2.34
C: -5.12 2.52 2.02
C: 1.72 -0.55 -0.83
C: 1.24 -5.38 6.19
C: -7.67 4.28 -2.57
H: -7.58 4.81 -3.53
H: -4.95 -5.14 3.64
H: 0.18 -2.37 -1.93
H: 2.35 -0.91 2.21
H: -3.50 1.55 0.60
H: 2.47 0.44 7.19
H: 3.49 -3.06 6.24
H: 2.17 -1.08 -1.68
H: 0.14 -4.23 2.05
H: 8.34 -1.05 -4.72
H: 0.96 -0.47 7.32
H: 3.86 -1.92 2.32
H: -0.39 -3.43 7.28
H: 2.14 -5.21 6.79
H: 6.10 7.97 -2.04
H: -1.16 -5.41 2.02
H: -5.87 6.50 -0.62
H: -7.42 -5.70 1.93
H: 6.04 -1.50 -5.51
H: 0.63 -4.09 8.56
H: -4.53 0.18 0.92
H: -6.54 6.79 -2.22
H: -6.28 -6.22 4.11
H: -5.01 1.68 -1.66
H: 1.40 -6.28 5.58
H: 0.52 1.10 -0.32
H: -3.21 0.83 -2.81
H: 1.25 -1.31 -0.19
H: -5.28 -3.91 1.57
H: -5.21 4.91 -3.00
H: 1.25 0.59 5.93
H: -8.66 4.47 -2.16
H: -8.03 -3.34 2.41
H: 0.87 0.34 -7.84
H: 1.12 -4.54 5.50
H: -1.26 -5.05 5.68
H: -2.21 -3.82 0.17
H: 6.03 7.06 -0.52
H: 5.45 -3.34 -3.90
H: 2.05 2.32 -8.75
H: -5.19 -0.08 -1.32
H: 7.92 -2.75 -4.40
H: 4.36 1.35 -8.85
H: -2.53 1.33 -1.30
H: -7.59 3.21 -2.79
H: 3.21 3.04 -0.81
H: 5.66 6.25 -2.04
H: 1.61 -1.77 5.27
H: 3.82 -1.76 7.38
H: 5.42 -2.15 -2.58
H: -7.95 -4.26 3.92
H: 4.00 -0.29 5.42
H: -1.11 -4.43 8.54
H: 0.14 -6.41 7.72
H: -6.64 4.14 -0.69
H: 2.34 -0.17 -7.01
H: -2.65 -1.34 -2.52
H: 7.90 -1.55 -3.09
H: 2.08 4.24 -0.21
H: 0.20 3.22 -1.38
H: -6.63 -3.18 3.46
H: 6.11 0.11 -3.20
H: 0.54 1.56 -3.10
H: 4.01 8.47 -0.74
H: -5.25 -6.60 2.71
H: -1.46 -2.96 -1.74
H: -3.31 -1.41 -0.87
H: 4.42 1.35 -7.08
H: 2.36 2.04 -5.96
H: 3.88 -0.14 2.49
H: 3.48 5.73 -1.09
H: -4.47 3.40 2.03
H: 2.36 8.01 -2.54
H: 2.28 -0.18 -8.78
H: 3.44 6.82 -3.25
H: 2.31 -2.67 7.51
H: 4.34 2.88 -7.96
H: 3.89 8.54 -3.26
H: 1.89 2.61 0.35
H: 4.24 -2.04 -3.89
H: -7.62 6.45 -0.85

Calculated values
E_LUMO in eV: 0.217
Max |F| in eV Å⁻¹: 1.60
SMILES: CC(=O)OC[C@H](O[C@@](Br)(CCCCOC=O)CO[C@@H](F)CC(=O)F)[C@H](Cl)[C@@H](C)Cl.CC(C)O.CC(C)O.CC(C)O.CC(C)O.CC(C)O.CC(C)O.CC(C)O

=====

No. 3
The following is a quantum chemistry calculation of a cluster of 7 separate species, C38H81N4O6 in total at a distorted geometry, from the Open Molecules 2025 dataset.

Cartesian coordinates (Å):
O: -18.41 11.98 4.52
O: -26.66 12.15 6.06
O: -19.04 12.49 2.43
O: -21.00 6.74 7.54
O: -20.33 8.59 8.61
O: -25.27 12.49 7.65
N: -16.87 8.62 6.62
N: -22.20 4.38 4.61
N: -25.95 8.24 9.62
N: -19.76 5.15 11.49
C: -20.93 5.81 10.74
C: -27.01 9.34 9.81
C: -24.05 6.06 5.00
C: -19.22 12.12 3.60
C: -25.51 12.08 6.50
C: -22.67 10.04 10.75
C: -23.57 4.60 5.26
C: -17.71 11.74 8.80
C: -21.81 8.80 6.81
C: -15.53 8.95 5.97
C: -23.07 6.65 4.02
C: -19.96 3.62 11.45
C: -28.38 8.66 9.45
C: -28.17 7.22 9.78
C: -20.77 11.90 3.86
C: -17.51 10.93 7.51
C: -23.99 9.82 9.98
C: -17.79 4.06 10.51
C: -25.72 8.14 8.13
C: -21.72 5.89 4.29
C: -17.90 6.48 5.93
C: -17.98 8.73 5.56
C: -19.58 7.06 13.08
C: -19.54 5.58 12.94
C: -19.96 7.61 14.52
C: -18.08 7.40 4.79
C: -16.85 7.10 6.89
C: -17.14 9.45 7.88
C: -18.48 5.40 10.61
C: -22.31 3.46 3.28
C: -26.69 6.98 10.12
C: -24.38 11.48 5.67
C: -23.49 3.14 1.00
C: -23.22 4.15 2.18
C: -24.60 8.44 10.28
C: -18.99 3.10 10.40
C: -21.00 7.97 7.74
C: -21.16 3.67 5.52
H: -22.66 3.10 0.30
H: -25.27 9.03 7.69
H: -22.80 2.55 3.62
H: -18.83 6.36 6.48
H: -28.87 6.84 10.52
H: -17.06 4.03 9.70
H: -18.45 10.89 6.97
H: -21.05 4.12 6.50
H: -22.11 10.93 10.48
H: -22.93 10.16 11.80
H: -26.72 7.99 7.71
H: -20.93 11.12 4.61
H: -18.14 12.70 8.49
H: -17.14 6.76 7.88
H: -19.43 3.19 9.41
H: -21.15 6.28 5.13
H: -24.85 8.29 11.33
H: -21.16 5.85 3.36
H: -14.76 8.73 6.72
H: -24.73 10.60 10.13
H: -17.61 5.47 5.64
H: -19.76 3.19 12.44
H: -20.43 5.13 13.38
H: -23.97 6.49 5.99
H: -15.84 6.75 6.69
H: -23.98 7.60 9.98
H: -21.77 5.72 11.42
H: -24.21 4.40 2.59
H: -20.97 7.31 14.80
H: -16.22 9.50 8.47
H: -24.17 10.49 6.06
H: -18.98 7.18 4.22
H: -21.32 9.51 6.14
H: -23.43 11.99 5.51
H: -24.67 11.18 4.66
H: -21.93 9.26 10.58
H: -19.89 8.69 14.66
H: -21.01 3.58 11.15
H: -22.70 4.98 1.72
H: -21.47 11.59 3.08
H: -15.48 9.98 5.60
H: -17.24 3.80 11.41
H: -18.63 7.50 12.77
H: -19.23 7.23 15.24
H: -17.27 7.21 4.08
H: -18.96 9.01 5.95
H: -26.42 6.89 11.17
H: -16.76 11.47 6.95
H: -21.29 3.18 2.98
H: -24.34 3.40 0.36
H: -26.92 9.53 10.87
H: -15.35 8.29 5.13
H: -21.60 2.69 5.70
H: -28.50 6.69 8.89
H: -23.63 2.14 1.41
H: -17.86 6.24 10.94
H: -23.05 7.74 4.11
H: -18.70 5.08 13.43
H: -18.38 11.37 9.57
H: -25.10 6.03 4.69
H: -21.22 12.82 4.25
H: -16.72 11.98 9.19
H: -21.05 5.41 9.73
H: -22.51 9.47 7.32
H: -25.00 7.36 7.90
H: -17.74 9.48 4.80
H: -23.33 6.58 2.96
H: -17.96 8.93 8.37
H: -23.49 4.40 6.33
H: -23.76 9.88 8.91
H: -29.22 9.12 9.97
H: -20.78 6.87 10.55
H: -24.27 3.87 4.86
H: -28.60 8.64 8.39
H: -18.87 5.68 9.63
H: -20.40 7.53 12.54
H: -20.23 3.60 4.96
H: -26.39 6.11 9.53
H: -18.59 2.14 10.71
H: -26.84 10.26 9.25
H: -22.39 8.15 6.17

Calculated values
E_LUMO in eV: -2.948
Max |F| in eV Å⁻¹: 3.59
Net charge: +1